1.
The following is a quantum chemistry calculation of a molecular structure, C27H48OP2Sr in a non-equilibrium geometry, from the Open Molecules 2025 dataset.

Cartesian coordinates (Å):
P  -0.021  -1.771  -2.056
P  -0.193  1.970  -2.064
C  -0.297  -0.604  -3.470
C  0.319  0.800  -3.396
H  -1.374  -0.540  -3.701
H  0.176  -1.108  -4.327
H  1.421  0.758  -3.473
H  -0.035  1.357  -4.273
C  -1.789  2.579  -2.683
H  -2.165  3.247  -1.895
H  -2.488  1.744  -2.811
H  -1.703  3.139  -3.623
C  0.958  3.358  -2.397
H  0.720  3.887  -3.330
H  2.002  3.015  -2.425
H  0.835  4.051  -1.552
C  -1.005  -3.246  -2.534
H  -0.873  -3.976  -1.719
H  -0.693  -3.708  -3.484
H  -2.070  -2.974  -2.588
C  1.694  -2.314  -2.516
H  2.395  -1.467  -2.515
H  1.741  -2.806  -3.498
H  2.006  -3.029  -1.744
Sr  0.876  0.194  0.024
C  0.556  1.675  -6.430
C  -0.781  1.749  -6.324
C  -1.747  0.996  -7.191
C  -1.366  -0.474  -7.527
C  -0.608  -1.215  -6.479
C  0.734  -1.320  -6.430
C  1.684  -0.506  -7.255
C  1.287  0.972  -7.528
C  0.233  -1.801  1.565
H  1.208  2.225  -5.742
H  -1.254  2.480  -5.659
H  -1.917  1.517  -8.152
H  -2.720  1.012  -6.679
H  -2.314  -1.017  -7.718
H  -0.785  -0.476  -8.462
H  -1.240  -1.759  -5.764
H  1.216  -2.118  -5.852
H  1.868  -0.985  -8.233
H  2.651  -0.524  -6.733
H  2.233  1.521  -7.706
H  0.700  1.014  -8.460
H  0.614  -1.578  2.577
H  0.461  -2.853  1.310
H  -0.867  -1.643  1.587
C  3.290  2.453  3.832
C  2.444  1.413  3.096
C  3.261  0.155  2.791
C  1.184  1.106  3.896
C  1.270  0.650  5.209
C  0.121  0.355  5.936
C  -1.140  0.546  5.383
C  -1.275  0.987  4.070
C  -2.651  1.192  3.459
C  -3.422  -0.121  3.341
C  -3.461  2.196  4.278
C  -0.100  1.138  3.248
O  -0.172  1.173  1.949
H  3.658  2.071  4.790
H  2.695  3.352  4.028
H  4.149  2.752  3.223
H  2.115  1.872  2.151
H  3.799  -0.179  3.689
H  2.649  -0.694  2.448
H  4.013  0.363  2.017
H  2.258  0.523  5.664
H  0.218  -0.022  6.964
H  -2.036  0.347  5.994
H  -2.482  1.596  2.457
H  -3.661  -0.535  4.326
H  -4.362  0.053  2.808
H  -2.844  -0.865  2.782
H  -2.916  3.141  4.361
H  -4.422  2.398  3.799
H  -3.652  1.816  5.286

Properties
Highest occupied orbital energy   -5.82 eV
Relative energy (zero: lowest compared OMol25 entry of this formula, charge and spin)   35.1 kcal per mole
2S+1   1
Orbital gap   5.332 eV

2.
The following is a quantum chemistry calculation of a molecular structure, C27H49BN6PdSb in a non-equilibrium geometry, from the Open Molecules 2025 dataset.

Cartesian coordinates (Å):
Pd  -0.605  -0.467  -0.954
C  2.730  3.366  2.289
C  2.034  2.962  1.029
C  2.136  3.561  -0.209
C  1.271  2.817  -1.041
N  0.713  1.839  -0.363
N  1.177  1.914  0.902
B  0.567  1.077  2.055
N  -0.971  1.186  1.989
N  -1.659  0.665  0.953
C  -2.940  0.909  1.171
C  -3.097  1.611  2.381
C  -1.813  1.769  2.865
C  -1.356  2.440  4.119
C  -3.977  0.449  0.170
C  -3.704  1.117  -1.183
C  -5.376  0.825  0.656
C  -3.882  -1.072  0.005
N  0.991  -0.414  2.160
N  0.451  -1.396  1.404
C  0.846  -2.544  1.917
C  1.671  -2.323  3.039
C  1.732  -0.953  3.164
C  2.465  -0.173  4.207
C  0.434  -3.875  1.336
C  -0.826  -3.732  0.484
C  0.147  -4.865  2.472
C  1.587  -4.422  0.484
C  0.995  3.029  -2.511
C  1.036  4.527  -2.833
C  -0.378  2.473  -2.893
C  2.082  2.321  -3.325
H  3.450  4.152  2.060
H  3.267  2.535  2.741
H  2.033  3.748  3.037
H  2.733  4.425  -0.454
H  0.942  1.587  3.069
H  -4.005  1.960  2.845
H  -2.222  2.817  4.664
H  -0.692  3.281  3.906
H  -0.813  1.752  4.769
H  -3.738  2.205  -1.091
H  -4.449  0.803  -1.920
H  -2.711  0.835  -1.548
H  -5.474  1.908  0.771
H  -5.597  0.359  1.619
H  -6.125  0.490  -0.065
H  -2.894  -1.349  -0.379
H  -4.642  -1.427  -0.699
H  -4.029  -1.577  0.963
H  2.148  -3.046  3.681
H  3.054  -0.861  4.815
H  1.784  0.368  4.866
H  3.142  0.557  3.768
H  -1.675  -3.431  1.101
H  -1.062  -4.687  0.004
H  -0.708  -2.963  -0.286
H  -0.690  -4.518  3.081
H  1.012  -4.992  3.125
H  -0.109  -5.844  2.058
H  1.861  -3.701  -0.289
H  1.300  -5.360  0.000
H  2.470  -4.607  1.100
H  0.278  5.064  -2.261
H  0.842  4.686  -3.898
H  2.009  4.965  -2.602
H  -1.174  3.120  -2.518
H  -0.540  1.481  -2.462
H  -0.470  2.407  -3.981
H  3.070  2.723  -3.086
H  1.907  2.443  -4.398
H  2.088  1.258  -3.092
C  0.688  -3.682  -3.215
Sb  0.884  -1.550  -2.951
C  0.806  -1.165  -5.075
C  3.038  -1.584  -2.911
H  1.139  -3.984  -4.161
H  -0.369  -3.948  -3.212
H  1.178  -4.206  -2.397
H  1.548  -1.784  -5.581
H  1.004  -0.114  -5.285
H  -0.188  -1.414  -5.448
H  3.405  -2.239  -3.702
H  3.394  -1.937  -1.944
H  3.421  -0.578  -3.069

Properties
Highest occupied orbital energy   -3.05 eV
Relative energy (zero: lowest compared OMol25 entry of this formula, charge and spin)   9.0 kcal per mole
2S+1   1
Orbital gap   5.844 eV
Total charge   -1

3.
The following is a quantum chemistry calculation of a molecular structure, C27H49F2NO2RhSi2 in a non-equilibrium geometry, from the Open Molecules 2025 dataset.

Cartesian coordinates (Å):
O  -0.450  -1.747  -1.032
O  -2.910  -0.499  -5.569
C  0.428  -2.517  -1.873
C  0.965  -3.820  -1.262
H  1.278  -1.893  -2.128
H  -0.056  -2.730  -2.824
H  1.439  -3.635  -0.302
H  1.712  -4.269  -1.916
H  0.178  -4.558  -1.115
C  -1.604  -2.466  -0.579
C  -2.562  -3.011  -1.641
H  -2.167  -1.788  0.053
H  -1.295  -3.296  0.052
H  -3.066  -2.197  -2.148
H  -3.338  -3.617  -1.174
H  -2.062  -3.636  -2.378
C  -3.918  0.481  -5.829
C  -2.774  -1.522  -6.558
C  -5.118  0.257  -4.906
H  -4.224  0.506  -6.876
H  -3.507  1.468  -5.624
H  -5.581  -0.713  -5.076
H  -5.875  1.024  -5.061
H  -4.807  0.301  -3.863
C  -4.031  -2.383  -6.744
H  -1.954  -2.170  -6.253
H  -2.472  -1.088  -7.511
H  -4.358  -2.817  -5.800
H  -3.835  -3.204  -7.434
H  -4.858  -1.805  -7.155
H  -0.777  1.096  -4.693
Rh  0.000  0.000  0.000
C  -0.286  2.047  -4.734
Si  0.715  2.291  -6.321
H  -1.113  2.741  -4.802
H  0.303  2.361  -3.910
C  1.564  0.717  -6.887
C  2.044  3.582  -6.071
C  -0.359  2.945  -7.713
C  2.027  0.083  -0.463
Si  3.407  1.069  0.389
H  2.274  0.019  -1.521
H  2.024  -0.941  -0.105
C  4.151  2.318  -0.790
C  4.809  -0.103  0.802
C  2.901  1.961  1.945
H  0.249  3.250  -8.564
H  -0.931  3.813  -7.387
H  -1.062  2.197  -8.069
H  2.350  0.421  -6.195
H  2.027  0.856  -7.863
H  0.860  -0.108  -6.973
H  2.594  3.405  -5.151
H  1.614  4.580  -6.023
H  2.759  3.574  -6.892
H  4.996  -0.792  -0.020
H  4.604  -0.689  1.694
H  5.730  0.448  0.986
H  2.585  1.266  2.718
H  2.084  2.652  1.746
H  3.729  2.543  2.347
H  5.030  2.787  -0.350
H  3.456  3.116  -1.040
H  4.467  1.842  -1.717
F  -0.553  5.350  0.637
C  -0.418  4.128  1.208
C  -0.267  2.993  0.405
C  -0.126  1.747  1.013
C  -0.152  1.598  2.401
C  -0.305  2.745  3.211
F  -0.326  2.678  4.563
C  -0.437  4.004  2.605
C  0.038  0.194  2.853
C  0.127  -0.213  4.197
C  0.342  -1.561  4.490
C  0.472  -2.486  3.457
C  0.379  -2.050  2.136
N  0.159  -0.738  1.859
H  -0.265  3.075  -0.674
H  -0.555  4.886  3.221
H  0.043  0.476  5.020
H  0.415  -1.888  5.520
H  0.643  -3.532  3.677
H  0.475  -2.762  1.349

Properties
Highest occupied orbital energy (spin up / spin down)   -10.08 / -11.61 eV
2S+1   5
Orbital gap (spin up / spin down)   6.886 / 5.933 eV
Total charge   +1